Entry 1:
DFT (the ωB97M-V functional and the def2-TZVPD basis) results for the molecule C3H5NO2S at a distorted geometry.

The net charge is 0. For the HOMO-LUMO gap, the calculation gives 9.23 eV. The value obtained for the HOMO energy is -8.83 eV.

XYZ file:
```
12
C3H5NO2S the ωB97M-V functional and the def2-TZVPD basis
C -2.292 0.654 -1.294
N -1.527 0.785 -0.152
O -0.390 -0.082 -0.144
C 0.629 0.276 0.866
C 1.797 -0.708 0.720
O 1.699 -1.529 -0.221
S 3.088 -0.516 1.680
H -3.204 1.321 -1.362
H -1.878 -0.294 -1.881
H 0.309 0.078 1.861
H 0.854 1.333 0.618
H 0.917 -1.318 -0.690
```


Entry 2:
DFT (the ωB97M-V functional and the def2-TZVPD basis) results for a structure of composition C39H28Cl5N3O2PPt at a distorted geometry.

The net charge is +1. For the HOMO-LUMO gap, the calculation gives 7.69 eV. The value obtained for the HOMO energy is -11.53 eV.

XYZ file:
```
79
C39H28Cl5N3O2PPt the ωB97M-V functional and the def2-TZVPD basis
Pt 0.171 0.324 1.310
O 3.655 0.754 3.847
C 2.579 0.616 3.314
N 2.064 1.186 2.204
C 2.789 1.950 1.352
O 3.950 1.888 1.029
C 1.861 3.013 0.793
C 2.399 4.236 0.447
C 1.552 5.247 0.030
C 0.198 4.983 -0.027
C -0.261 3.722 0.318
N 0.543 2.730 0.723
C 1.481 -0.161 4.002
C 1.754 -0.849 5.168
C 0.736 -1.538 5.800
C -0.540 -1.478 5.261
C -0.742 -0.760 4.101
N 0.250 -0.127 3.462
H 3.469 4.369 0.524
H 1.941 6.221 -0.237
H -0.512 5.739 -0.329
H -1.313 3.517 0.272
H 2.768 -0.820 5.543
H 0.927 -2.103 6.702
H -1.377 -1.981 5.725
H -1.726 -0.674 3.668
C 2.734 1.113 -1.671
C 1.777 0.864 -2.786
C 2.227 1.055 -4.095
C 1.433 0.766 -5.185
C 0.156 0.253 -4.991
C -0.313 0.056 -3.709
C 0.478 0.390 -2.596
P -0.406 0.121 -1.011
C -1.193 -1.488 -1.360
C -2.582 -1.574 -1.279
C -3.241 -2.760 -1.570
C -2.506 -3.868 -1.946
C -1.125 -3.776 -2.065
C -0.446 -2.595 -1.798
C 1.034 -2.552 -2.075
C -1.785 1.305 -1.017
C -2.162 2.089 -2.099
C -3.174 3.033 -1.949
C -3.783 3.209 -0.714
C -3.363 2.457 0.379
C -2.372 1.499 0.223
C -1.894 0.694 1.371
H 3.664 0.566 -1.832
H 2.330 0.784 -0.724
H 2.991 2.169 -1.596
H 3.235 1.420 -4.246
H 1.812 0.918 -6.186
H -0.472 0.004 -5.836
H -1.305 -0.352 -3.570
H -3.161 -0.711 -0.979
H -4.319 -2.811 -1.498
H -3.005 -4.803 -2.168
H -0.558 -4.637 -2.398
H 1.507 -3.494 -1.795
H 1.552 -1.754 -1.551
H 1.209 -2.397 -3.142
H -1.663 1.993 -3.053
H -3.471 3.637 -2.796
H -4.565 3.946 -0.592
H -3.812 2.609 1.353
H -2.218 -0.327 1.266
H -2.140 1.076 2.359
Cl -2.625 -2.283 1.878
C -0.950 -2.655 1.592
C 0.071 -1.723 1.298
C 1.363 -2.287 1.159
Cl 2.749 -1.334 0.743
C 1.626 -3.653 1.288
Cl 3.217 -4.263 1.109
C 0.590 -4.536 1.542
Cl 0.895 -6.217 1.670
C -0.692 -4.034 1.680
Cl -1.967 -5.146 1.966
```


Entry 3:
DFT (the ωB97M-V functional and the def2-TZVPD basis) results for a structure of composition C36H38FN7O3ReS2Si at a distorted geometry.

The net charge is +2. For the HOMO-LUMO gap (spin up / spin down), the calculation gives 5.88 / 6.20 eV. Its spin multiplicity is 2. The expectation value of S² is 0.917. The value obtained for the HOMO energy (spin up / spin down) is -12.57 / -12.54 eV.

XYZ file:
```
89
C36H38FN7O3ReS2Si the ωB97M-V functional and the def2-TZVPD basis
Re -0.519 -0.189 0.525
C 1.368 -1.974 1.198
Si 1.734 -0.570 2.432
C 1.504 -1.210 4.153
C 3.394 0.161 2.022
N 0.406 0.604 2.046
C 0.077 1.652 2.923
C 1.057 2.264 3.723
C 0.749 3.293 4.591
C -0.564 3.736 4.707
C -1.560 3.144 3.950
C -1.228 2.134 3.075
F -2.222 1.563 2.375
H 1.632 -2.905 1.710
H 1.962 -1.913 0.288
H 0.314 -2.190 0.901
H 2.324 -1.890 4.406
H 0.571 -1.779 4.218
H 1.473 -0.427 4.912
H 4.125 -0.642 1.885
H 3.780 0.815 2.805
H 3.340 0.734 1.091
H 2.084 1.933 3.639
H 1.531 3.749 5.183
H -0.815 4.532 5.396
H -2.597 3.444 4.032
O -2.301 -1.998 4.121
C -2.981 -2.990 3.494
C -3.602 -3.926 4.320
C -4.323 -4.966 3.779
C -4.447 -5.106 2.394
C -3.832 -4.196 1.572
C -3.086 -3.125 2.097
C -2.429 -2.215 1.167
O -1.770 -1.160 1.687
N -2.445 -2.402 -0.113
N -1.765 -1.376 -0.799
C -2.046 -1.349 -2.066
S -3.057 -2.555 -2.797
C -3.146 -1.723 -4.408
C -1.852 -0.970 -4.639
S -1.477 -0.068 -3.110
H -2.004 -1.363 3.465
H -3.505 -3.801 5.391
H -4.803 -5.679 4.439
H -5.021 -5.921 1.975
H -3.912 -4.287 0.497
H -4.003 -1.053 -4.413
H -3.295 -2.494 -5.163
H -1.948 -0.232 -5.434
H -1.027 -1.644 -4.865
N -5.929 2.333 -1.747
C -4.840 2.452 -1.399
C -3.466 2.579 -0.999
C -2.779 3.785 -1.096
C -1.448 3.817 -0.713
C -0.846 2.663 -0.260
N -1.511 1.492 -0.186
C -2.804 1.456 -0.532
H -3.282 4.672 -1.459
H -0.878 4.735 -0.751
H 0.189 2.644 0.053
H -3.322 0.514 -0.423
C 3.983 -0.085 -4.411
N 3.050 -0.520 -3.373
N 2.492 0.349 -2.468
C 1.545 -0.315 -1.763
O 0.964 0.291 -0.775
C 1.470 -1.617 -2.271
C 2.420 -1.700 -3.275
C 2.754 -2.834 -4.177
C 3.061 1.625 -2.145
C 2.307 2.765 -2.377
C 2.843 4.001 -2.045
C 4.120 4.084 -1.505
C 4.867 2.933 -1.287
C 4.335 1.690 -1.600
H 4.084 0.994 -4.363
H 3.595 -0.362 -5.388
H 4.958 -0.542 -4.258
H 0.808 -2.402 -1.944
H 2.177 -3.711 -3.899
H 3.814 -3.084 -4.117
H 2.527 -2.587 -5.216
H 1.323 2.677 -2.825
H 2.274 4.903 -2.230
H 4.540 5.051 -1.261
H 5.863 3.001 -0.871
H 4.902 0.783 -1.424
```


Entry 4:
DFT (the ωB97M-V functional and the def2-TZVPD basis) results for a cluster of 5 separate species, CH12O4 in total at a distorted geometry.

The net charge is 0. For the HOMO-LUMO gap, the calculation gives 11.74 eV. The value obtained for the HOMO energy is -11.36 eV.

XYZ file:
```
17
CH12O4 the ωB97M-V functional and the def2-TZVPD basis
C 0.672 -2.149 1.809
H 0.765 -3.218 1.961
H 0.334 -1.731 0.867
H 0.052 -1.734 2.607
H 1.677 -1.755 1.987
O 1.522 1.882 -1.056
H 1.648 1.748 -1.969
H 1.064 1.874 -0.243
O -2.201 0.048 -0.369
H -1.765 0.671 -0.949
H -1.937 -0.588 0.278
O -0.178 1.139 1.080
H -0.852 0.505 0.865
H 0.725 1.268 1.321
O -0.679 0.991 -2.814
H 0.267 0.894 -2.730
H -1.115 0.156 -2.644
```


Entry 5:
DFT (the ωB97M-V functional and the def2-TZVPD basis) results for a cluster of 11 separate species, C40H108N6O19 in total at a distorted geometry.

The net charge is 0. For the HOMO-LUMO gap, the calculation gives 9.02 eV. The value obtained for the HOMO energy is -8.59 eV.

XYZ file:
```
173
C40H108N6O19 the ωB97M-V functional and the def2-TZVPD basis
C -2.784 1.770 3.388
O -3.616 0.755 2.914
C -4.037 0.876 1.574
C -4.888 -0.425 1.185
C -4.071 -1.659 1.396
N -5.342 -0.466 -0.217
H -3.315 2.714 3.268
H -1.759 1.874 3.031
H -2.633 1.573 4.449
H -4.718 1.719 1.460
H -3.222 0.936 0.853
H -5.790 -0.559 1.783
H -3.071 -1.629 0.963
H -4.554 -2.577 1.061
H -3.761 -1.791 2.432
H -5.659 -1.414 -0.363
H -6.198 0.069 -0.228
C -2.827 -5.368 2.420
O -2.908 -5.508 1.069
C -1.649 -5.359 0.440
C -1.867 -5.414 -1.106
C -2.431 -6.776 -1.530
N -0.607 -5.156 -1.835
H -2.220 -6.175 2.832
H -3.823 -5.301 2.859
H -2.209 -4.495 2.628
H -1.211 -4.401 0.721
H -1.118 -6.256 0.757
H -2.542 -4.692 -1.567
H -2.060 -7.671 -1.029
H -2.254 -6.896 -2.599
H -3.506 -6.749 -1.353
H -0.876 -5.261 -2.803
H -0.399 -4.169 -1.895
C 0.618 0.792 0.873
O 1.656 0.468 0.002
C 1.310 -0.341 -1.087
C 0.573 -1.639 -0.789
C 1.408 -2.598 0.060
N 0.193 -2.280 -2.056
H -0.274 1.138 0.351
H 0.958 1.569 1.558
H 0.410 -0.075 1.500
H 0.645 0.285 -1.682
H 2.250 -0.512 -1.612
H -0.329 -1.411 -0.221
H 1.079 -3.635 0.119
H 1.486 -2.244 1.088
H 2.429 -2.631 -0.319
H -0.590 -1.886 -2.556
H 0.954 -2.366 -2.715
C -2.498 2.144 8.689
O -2.704 3.436 8.044
C -3.971 3.439 7.388
C -4.091 4.627 6.487
N -3.073 4.526 5.396
C -2.615 5.810 4.773
C -1.840 5.566 3.485
O -0.586 4.889 3.636
C 0.223 4.809 2.434
H -1.580 2.212 9.273
H -2.363 1.306 8.006
H -3.282 1.910 9.410
H -4.743 3.393 8.156
H -3.925 2.520 6.804
H -3.798 5.509 7.058
H -5.056 4.751 5.996
H -2.369 3.907 5.773
H -2.001 6.409 5.446
H -3.530 6.381 4.618
H -1.696 6.523 2.984
H -2.377 4.942 2.770
H -0.267 3.978 1.925
H 1.280 4.624 2.622
H 0.272 5.679 1.779
C -2.461 -0.230 -2.666
O -1.736 -1.190 -3.485
C -2.533 -2.082 -4.298
C -1.743 -2.678 -5.461
N -0.610 -3.428 -4.964
C 0.442 -3.360 -5.947
C 1.721 -4.098 -5.331
O 2.344 -3.284 -4.397
C 3.506 -3.837 -3.828
H -2.839 -0.797 -1.815
H -3.252 0.164 -3.304
H -1.920 0.637 -2.285
H -3.305 -1.426 -4.700
H -2.931 -2.828 -3.611
H -1.417 -1.827 -6.060
H -2.334 -3.272 -6.158
H -0.192 -3.121 -4.097
H 0.662 -2.325 -6.212
H 0.117 -3.789 -6.895
H 2.367 -4.372 -6.165
H 1.428 -5.032 -4.850
H 4.085 -3.165 -3.193
H 4.177 -4.048 -4.660
H 3.365 -4.818 -3.375
C 1.662 0.364 -4.511
O 0.642 1.357 -4.162
C 1.066 2.589 -4.765
C -0.167 3.569 -4.803
N -0.566 3.881 -3.467
C -1.843 4.623 -3.418
C -2.549 4.425 -2.092
O -3.185 3.131 -1.986
C -4.462 3.043 -1.252
H 1.510 0.057 -5.546
H 1.527 -0.533 -3.907
H 2.682 0.675 -4.287
H 1.473 2.444 -5.766
H 1.859 3.051 -4.176
H -0.925 3.112 -5.440
H 0.217 4.480 -5.262
H -0.786 2.933 -3.196
H -2.589 4.458 -4.195
H -1.564 5.665 -3.571
H -3.210 5.280 -1.947
H -1.822 4.494 -1.283
H -4.805 2.010 -1.195
H -5.142 3.738 -1.745
H -4.232 3.300 -0.218
O -0.482 -3.065 4.028
C -0.928 -1.744 3.860
C -0.028 -0.650 4.510
O 1.213 -0.821 3.897
H 0.304 -3.095 3.478
H -0.965 -1.606 2.780
H -1.936 -1.621 4.256
H -0.095 -0.729 5.596
H -0.335 0.353 4.213
H 1.589 -1.570 4.365
O 5.182 3.344 4.190
C 4.433 3.009 3.097
C 3.512 1.707 3.264
O 2.573 1.881 4.395
H 4.822 2.883 4.951
H 3.819 3.866 2.816
H 5.109 2.783 2.273
H 4.036 0.769 3.448
H 2.915 1.529 2.370
H 1.971 1.137 4.472
O 2.554 5.111 -0.051
C 2.696 3.729 -0.347
C 3.472 3.506 -1.642
O 4.818 3.886 -1.364
H 2.253 5.616 -0.809
H 3.169 3.255 0.513
H 1.699 3.291 -0.379
H 3.047 3.961 -2.536
H 3.492 2.457 -1.936
H 4.805 4.330 -0.513
O 3.838 -6.780 -0.124
C 3.741 -5.441 0.137
C 5.132 -4.733 0.282
O 5.785 -5.092 1.516
H 2.948 -7.137 -0.087
H 3.204 -4.999 -0.702
H 3.026 -5.276 0.943
H 4.985 -3.658 0.175
H 5.791 -4.918 -0.566
H 5.749 -6.051 1.524
O 5.915 -1.043 -2.593
C 5.619 0.120 -3.382
C 6.634 1.252 -3.305
O 5.983 2.467 -3.679
H 6.692 -1.441 -2.993
H 5.616 -0.196 -4.426
H 4.614 0.441 -3.107
H 7.384 1.010 -4.058
H 7.153 1.352 -2.352
H 5.485 2.642 -2.877
```


Entry 6:
DFT (the ωB97M-V functional and the def2-TZVPD basis) results for the molecule C3H6Br2O at a distorted geometry.

The net charge is 0. For the HOMO-LUMO gap, the calculation gives 10.66 eV. The value obtained for the HOMO energy is -10.18 eV.

XYZ file:
```
12
C3H6Br2O the ωB97M-V functional and the def2-TZVPD basis
C -1.267 0.139 -0.373
C -0.043 -0.468 0.300
O 0.065 -0.139 1.669
C 1.254 -0.013 -0.566
Br 2.708 -1.167 -0.050
Br 1.516 1.896 -0.147
H -1.048 1.129 -0.485
H -2.173 -0.078 0.356
H -1.547 -0.294 -1.266
H -0.190 -1.472 0.121
H -0.275 0.714 1.996
H 1.000 -0.247 -1.555
```


Entry 7:
DFT (the ωB97M-V functional and the def2-TZVPD basis) results for a structure of composition C5H6MnO3S at a distorted geometry.

The net charge is +2. For the HOMO-LUMO gap (spin up / spin down), the calculation gives 8.45 / 6.17 eV. Its spin multiplicity is 6. The expectation value of S² is 8.791. The value obtained for the HOMO energy (spin up / spin down) is -18.11 / -18.53 eV.

XYZ file:
```
16
C5H6MnO3S the ωB97M-V functional and the def2-TZVPD basis
O -0.003 1.757 -2.681
C -0.099 1.436 -1.558
Mn -0.134 0.441 -0.078
C 1.289 -0.502 -0.528
C -1.526 -0.547 -0.550
O 2.205 -1.185 -0.782
O -2.372 -1.297 -0.848
C -0.673 1.021 3.702
S 0.189 0.867 2.131
C 1.654 0.007 2.661
H -1.724 1.262 3.525
H -0.169 1.857 4.195
H -0.567 0.088 4.263
H 1.974 0.514 3.568
H 1.445 -1.046 2.851
H 2.427 0.115 1.904
```